Record 1
Here is a 16-piece molecular cluster, C25H66N19O31 overall at a distorted geometry from the OMol25 dataset. Energies are from ωB97M-V with the def2-TZVPD basis set.

Values from the calculation:
- Total charge: +1
- HOMO level: -11.74 eV
- Gap between HOMO and LUMO: 7.22 eV

Atoms and positions in Å:
C1 0.0089 -4.5770 0.8691
C2 1.4349 -3.7788 1.0371
C3 1.2022 -2.4419 1.9594
C4 0.9629 -1.1378 0.9409
C5 0.5555 0.1450 1.8784
C6 -0.9388 0.7462 1.5644
C7 -2.0122 -0.4786 1.7561
C8 -2.8761 -0.8245 0.3666
N1 -4.2092 -1.3829 0.8596
C9 -4.3759 -2.7001 1.2905
N2 -3.2000 -3.6514 1.2666
N3 -5.7242 -3.2225 1.8058
N4 -5.5426 -4.3199 2.6352
C10 -5.1154 -3.8478 3.8831
O1 -4.3119 -3.7832 4.9818
H1 -0.6736 -4.3630 1.8010
H2 0.1193 -5.7350 0.7377
H3 -0.5531 -4.1490 -0.0834
H4 2.3247 -4.4447 1.4127
H5 1.7355 -3.4005 -0.0475
H6 2.1902 -2.1956 2.5544
H7 0.2800 -2.5600 2.6769
H8 1.9830 -0.9106 0.3868
H9 0.1694 -1.3843 0.0925
H10 1.3761 0.9779 1.6943
H11 0.6482 -0.1583 3.0260
H12 -1.1833 1.5404 2.4162
H13 -1.0024 1.2630 0.5163
H14 -2.8414 -0.1080 2.5292
H15 -1.5383 -1.4369 2.2348
H16 -2.2229 -1.6119 -0.2224
H17 -2.9947 0.1127 -0.3366
H18 -5.0460 -0.7578 0.9271
H19 -2.5849 -3.3457 2.0562
H20 -2.6965 -3.6602 0.3529
H21 -6.3750 -3.4249 1.0114
C11 2.6543 2.6271 -1.5688
N5 2.1355 1.4600 -0.8057
O2 2.8673 0.9865 0.0713
O3 1.0082 1.0521 -1.1087
H22 3.6509 2.8766 -1.1985
H23 2.6946 2.3408 -2.6217
H24 1.9644 3.4582 -1.4092
C12 -3.3936 -2.2352 7.6494
N6 -2.4414 -1.1001 7.5132
O4 -2.3144 -0.5996 6.3896
O5 -1.8483 -0.7437 8.5379
H25 -3.8409 -2.4401 6.6744
H26 -2.8277 -3.0993 8.0034
H27 -4.1586 -1.9389 8.3700
C13 3.0434 1.4343 -6.3159
N7 2.3156 2.3010 -5.3501
O6 1.1025 2.4566 -5.5318
O7 2.9828 2.8008 -4.4369
H28 2.3360 1.0647 -7.0614
H29 3.8171 2.0437 -6.7873
H30 3.4779 0.6060 -5.7527
C14 -1.1566 2.8606 -3.5528
N8 -1.8844 3.7274 -2.5869
O8 -3.0975 3.8830 -2.7686
O9 -1.2172 4.2271 -1.6737
H31 -1.8640 2.4911 -4.2983
H32 -0.3829 3.4700 -4.0241
H33 -0.7221 2.0323 -2.9896
C15 -1.2936 -9.2991 -0.1303
N9 -0.3414 -8.1640 -0.2666
O10 -0.2144 -7.6635 -1.3901
O11 0.2517 -7.8075 0.7581
H34 -1.7409 -9.5040 -1.1054
H35 -0.7277 -10.1632 0.2236
H36 -2.0586 -9.0027 0.5902
C16 2.6064 -7.3977 4.0105
N10 3.5586 -6.2626 3.8742
O12 3.6856 -5.7620 2.7507
O13 4.1517 -5.9061 4.8990
H37 2.1591 -7.6026 3.0355
H38 3.1723 -8.2618 4.3644
H39 1.8414 -7.1013 4.7310
C17 5.4107 6.2323 -4.9167
N11 5.4400 5.1723 -5.9604
O14 4.4339 5.0468 -6.6682
O15 6.4722 4.4961 -6.0396
H40 4.4474 6.7451 -4.9611
H41 5.5440 5.7452 -3.9486
H42 6.2269 6.9259 -5.1285
C18 -4.8936 -11.6840 1.1953
N12 -3.9414 -10.5489 1.0591
O16 -3.8144 -10.0484 -0.0644
O17 -3.3483 -10.1925 2.0838
H43 -5.3409 -11.8890 0.2203
H44 -4.3277 -12.5481 1.5493
H45 -5.6586 -11.3877 1.9159
C19 -3.6541 5.7920 -0.6177
N13 -4.1603 7.1832 -0.4690
O18 -5.3756 7.3615 -0.6108
O19 -3.3233 8.0569 -0.2143
H46 -4.4954 5.1318 -0.8393
H47 -2.9348 5.7891 -1.4391
H48 -3.1813 5.5108 0.3255
C20 1.5530 9.5998 -4.4918
N14 2.1749 8.3533 -3.9692
O20 3.2141 7.9666 -4.5164
O21 1.6021 7.7980 -3.0245
H49 2.1600 9.9782 -5.3172
H50 0.5481 9.3474 -4.8363
H51 1.5229 10.3214 -3.6729
C21 9.5543 2.2996 -5.6512
N15 9.0355 1.1325 -4.8881
O22 9.7673 0.6590 -4.0111
O23 7.9082 0.7246 -5.1911
H52 10.5509 2.5491 -5.2808
H53 9.5946 2.0133 -6.7041
H54 8.8644 3.1308 -5.4916
C22 -4.4968 5.6048 3.8965
N16 -4.4507 4.7763 2.6615
O24 -5.5264 4.3501 2.2253
O25 -3.3360 4.5771 2.1649
H55 -5.5354 5.6972 4.2213
H56 -3.8989 5.0973 4.6562
H57 -4.0806 6.5842 3.6520
C23 -1.4470 2.5012 -8.6867
N17 -0.8251 1.2546 -8.1641
O26 0.2141 0.8680 -8.7113
O27 -1.3979 0.6994 -7.2193
H58 -0.8400 2.8796 -9.5121
H59 -2.4519 2.2487 -9.0311
H60 -1.4771 3.2228 -7.8678
C24 -3.3915 3.5210 8.4181
N18 -3.8126 4.4642 7.3472
O28 -5.0005 4.8070 7.3297
O29 -2.9387 4.8338 6.5543
H61 -4.2576 3.2820 9.0389
H62 -3.0053 2.6225 7.9326
H63 -2.6186 4.0170 9.0088
C25 5.9459 -2.5845 2.8084
N19 5.4397 -1.1933 2.9570
O30 4.2244 -1.0149 2.8153
O31 6.2767 -0.3196 3.2117
H64 5.1046 -3.2447 2.5868
H65 6.6652 -2.5874 1.9869
H66 6.4187 -2.8656 3.7516


Record 2
Here is a 10-piece molecular cluster, C25H67NO19S5 overall at a distorted geometry from the OMol25 dataset. Energies are from ωB97M-V with the def2-TZVPD basis set.

Values from the calculation:
- SMILES: CCOS(C)(=O)=O.CCOS(C)(=O)=O.CCOS(C)(=O)=O.CCOS(C)(=O)=O.CCOS(C)(=O)=O.CC#N.CCO.CCO.CCO.CCO
- HOMO level: -9.98 eV
- Gap between HOMO and LUMO: 10.00 eV

Atoms and positions in Å:
C1 26.0841 -9.1326 -24.4747
C2 25.0736 -8.2746 -23.7536
O1 24.8080 -8.6927 -22.4116
S1 25.7970 -8.2311 -21.2138
C3 25.3452 -6.4782 -21.1515
O2 25.2480 -8.8425 -20.0225
O3 27.1760 -8.3631 -21.5739
H1 26.2554 -8.7699 -25.4892
H2 25.7533 -10.1693 -24.5724
H3 27.0431 -9.1479 -23.9590
H4 25.4574 -7.2462 -23.7447
H5 24.1276 -8.2414 -24.2931
H6 25.6022 -6.1359 -20.1513
H7 24.2762 -6.3772 -21.3232
H8 25.8649 -5.8980 -21.9087
C4 18.4486 -3.8038 -22.0182
C5 17.3027 -2.7954 -21.8859
O4 17.2867 -2.2673 -20.5589
S2 16.8942 -0.6953 -20.4297
C6 15.2393 -0.6647 -21.2284
O5 16.7427 -0.3661 -19.0377
O6 17.8485 0.0210 -21.2513
H9 18.3936 -4.4585 -21.1487
H10 19.4277 -3.3413 -22.1170
H11 18.2297 -4.4500 -22.8696
H12 17.4346 -2.0816 -22.6993
H13 16.3651 -3.3429 -22.0052
H14 14.6335 -1.4851 -20.8650
H15 15.4575 -0.7553 -22.2903
H16 14.8979 0.3477 -21.0339
C7 16.8773 -12.8399 -24.8693
C8 16.5827 -11.5971 -25.6913
O7 17.7941 -10.8554 -25.8662
S3 17.7289 -9.5777 -26.8876
C9 17.0214 -8.3447 -25.7536
O8 19.0812 -9.2279 -27.1539
O9 16.8538 -9.8625 -27.9886
H17 17.7887 -13.2891 -25.2717
H18 16.1042 -13.6047 -24.9204
H19 17.0413 -12.6319 -23.8121
H20 16.1946 -11.8483 -26.6792
H21 15.8320 -10.9844 -25.1818
H22 16.0072 -8.6374 -25.4985
H23 17.0231 -7.4089 -26.3048
H24 17.6993 -8.3258 -24.9048
C10 18.3179 -5.7464 -18.1168
C11 19.4813 -6.1803 -18.9809
O10 20.5159 -6.8057 -18.2055
S4 21.3781 -7.9515 -18.9492
C12 22.7699 -8.0336 -17.8390
O11 20.6246 -9.1793 -18.8379
O12 21.7855 -7.4635 -20.2574
H25 17.7698 -6.5620 -17.6480
H26 17.6402 -5.2478 -18.8152
H27 18.6048 -5.0076 -17.3707
H28 19.1477 -6.7762 -19.8315
H29 19.8858 -5.2588 -19.4129
H30 23.4424 -7.2192 -18.0976
H31 23.2607 -8.9959 -17.9521
H32 22.4280 -7.9229 -16.8129
C13 19.3186 -10.6857 -22.3111
C14 20.8172 -10.6453 -22.1447
O13 21.4311 -11.9407 -22.1103
S5 21.8809 -12.5334 -20.6612
C15 23.3011 -11.4514 -20.3991
O14 20.9353 -12.1731 -19.6279
O15 22.3298 -13.8848 -20.8752
H33 18.9392 -9.6751 -22.1557
H34 18.8663 -11.3591 -21.5801
H35 19.0085 -11.0469 -23.2942
H36 21.2748 -10.0228 -22.9173
H37 21.1165 -10.0140 -21.3017
H38 23.0905 -10.6852 -19.6666
H39 23.4309 -11.0100 -21.3850
H40 24.1257 -12.1282 -20.1954
C16 21.1888 -13.1597 -24.7639
C17 21.4708 -11.7859 -25.1777
N1 21.7245 -10.7370 -25.5691
H41 22.0664 -13.5764 -24.2716
H42 21.0665 -13.7555 -25.6702
H43 20.3309 -13.2540 -24.1084
C18 22.7117 -3.8724 -22.1012
C19 23.3989 -4.3635 -23.3763
O16 23.2415 -3.5326 -24.5201
H44 23.1691 -2.9307 -21.8004
H45 22.8793 -4.5740 -21.2789
H46 21.6282 -3.9234 -22.2206
H47 22.9224 -5.3118 -23.6538
H48 24.4614 -4.5135 -23.1966
H49 22.4526 -2.9896 -24.4265
C20 19.1763 -5.5019 -27.2803
C21 19.1419 -4.0558 -26.8481
O17 18.5157 -3.9953 -25.5561
H50 18.1845 -5.9159 -27.4581
H51 19.6349 -6.1599 -26.5399
H52 19.7890 -5.5974 -28.1797
H53 18.6597 -3.3967 -27.5777
H54 20.1543 -3.6521 -26.7162
H55 18.9005 -3.2567 -25.0788
C22 21.2896 -7.4944 -24.1256
C23 20.2787 -6.5670 -23.5247
O18 19.7876 -7.0454 -22.2730
H56 21.8016 -7.0480 -24.9826
H57 20.8933 -8.4612 -24.4291
H58 22.0924 -7.6782 -23.3983
H59 19.4398 -6.4806 -24.2207
H60 20.6490 -5.5465 -23.3681
H61 20.5019 -6.9997 -21.6173
C24 22.5409 -7.6759 -27.2901
C25 22.6476 -6.1862 -27.0000
O19 23.9672 -5.8547 -26.5943
H62 21.5017 -7.9182 -27.5042
H63 22.8829 -8.2375 -26.4164
H64 23.2024 -7.9597 -28.1060
H65 21.8299 -5.7756 -26.3997
H66 22.4796 -5.7052 -27.9776
H67 23.9716 -4.9284 -26.3202


Record 3
Here is C25H6F24GeN2OSTl as an isolated structure at a distorted geometry from the OMol25 dataset. Energies are from ωB97M-V with the def2-TZVPD basis set.

Values from the calculation:
- Total charge: -1
- HOMO level: -5.27 eV
- Gap between HOMO and LUMO: 7.24 eV

Atoms and positions in Å:
Tl1 -0.0085 0.5455 0.1573
F1 2.3115 1.0203 -6.8104
C1 1.9780 -0.2425 -6.4887
C2 0.9710 -0.4641 -5.5687
C3 0.7105 -1.7861 -5.2468
F2 -0.1924 -2.0314 -4.2913
C4 1.3538 -2.8527 -5.8522
F3 1.0293 -4.1216 -5.5566
C5 2.3603 -2.5955 -6.7765
F4 3.0269 -3.6111 -7.3475
C6 2.6851 -1.2808 -7.0883
F5 3.6740 -1.0317 -7.9637
Ge1 0.1471 0.8686 -4.2894
S1 1.2787 0.4078 -2.5663
C7 -1.8423 0.8497 -4.7719
C8 -2.5488 1.9768 -4.3960
F6 -1.8826 2.9423 -3.7350
C9 -3.8924 2.1692 -4.6831
F7 -4.5193 3.3020 -4.3355
C10 -4.5767 1.1741 -5.3719
F8 -5.8749 1.3199 -5.6630
C11 -3.8958 0.0336 -5.7780
F9 -4.5433 -0.9108 -6.4776
C12 -2.5418 -0.1062 -5.4865
F10 -1.9202 -1.1917 -5.9598
C13 0.5556 2.6843 -5.1222
C14 1.1649 3.6988 -4.4077
F11 1.4493 3.5206 -3.1180
C15 1.4740 4.9265 -4.9840
F12 2.0595 5.8950 -4.2636
C16 1.1615 5.1515 -6.3185
F13 1.4505 6.3315 -6.8851
C17 0.5325 4.1547 -7.0564
F14 0.2106 4.3806 -8.3405
C18 0.2348 2.9466 -6.4397
F15 -0.4043 1.9900 -7.1373
F16 -3.4007 -0.9092 -2.7528
C19 -2.7938 -1.3074 -1.6160
F17 -3.0559 -2.6067 -1.4819
F18 -1.4804 -1.1837 -1.8270
C20 -3.2047 -0.4698 -0.3487
O1 -2.3181 -0.5423 0.6034
C21 -3.3634 1.0019 -0.8845
F19 -4.4263 1.2343 -1.6669
F20 -2.2806 1.3367 -1.6208
F21 -3.4168 1.8773 0.1145
C22 -4.6085 -0.9587 0.1232
F22 -5.4993 -1.1097 -0.8741
F23 -5.1574 -0.1032 0.9926
F24 -4.5360 -2.1353 0.7429
C23 3.2558 -4.3330 -0.2959
N1 2.3502 -3.8648 0.7306
C24 2.5659 -4.3556 2.0742
C25 1.7154 -2.7371 0.5658
N2 1.1181 -1.7614 0.4408
H1 3.2384 -5.4238 -0.3085
H2 4.2843 -4.0007 -0.1126
H3 2.9337 -3.9608 -1.2647
H4 2.5665 -5.4460 2.0548
H5 1.7628 -4.0154 2.7235
H6 3.5231 -4.0139 2.4860


Record 4
Here is a 6-piece molecular cluster, C25H70BrN5O5 overall at a distorted geometry from the OMol25 dataset. Energies are from ωB97M-V with the def2-TZVPD basis set.

Values from the calculation:
- Total charge: +4
- HOMO level: -17.85 eV
- Gap between HOMO and LUMO: 9.43 eV

Atoms and positions in Å:
C1 2.1387 -0.9490 -5.0829
N1 1.4711 -1.9974 -4.2168
C2 1.6212 -3.3450 -4.8468
C3 2.0506 -2.0653 -2.8275
C4 -0.0319 -1.8037 -4.0359
C5 -0.8295 -1.4550 -5.2926
O1 -0.5087 -0.0972 -5.6322
H1 3.2082 -1.1149 -5.1501
H2 1.8030 -0.0582 -4.5541
H3 1.6695 -0.9420 -6.0620
H4 2.6625 -3.6523 -4.7283
H5 1.2698 -3.4458 -5.8705
H6 1.1475 -4.1900 -4.3354
H7 3.0942 -2.3795 -2.9016
H8 1.5565 -2.8706 -2.2953
H9 2.0488 -1.0451 -2.4585
H10 -0.1536 -0.9958 -3.3131
H11 -0.3828 -2.7338 -3.5927
H12 -1.8915 -1.4938 -5.0555
H13 -0.6088 -2.1470 -6.1057
H14 -1.3279 0.4034 -5.6799
C6 -2.6719 -0.4315 1.4249
N2 -3.4904 0.8470 1.2688
C7 -3.5441 1.7443 2.4849
C8 -2.9697 1.6665 0.1125
C9 -4.9625 0.5329 1.0172
C10 -5.7661 -0.1436 2.1018
O2 -5.2636 -1.4772 2.2748
H15 -2.7580 -0.9511 0.4797
H16 -3.0618 -0.9016 2.3226
H17 -1.6914 -0.0024 1.6447
H18 -3.9398 2.7141 2.2054
H19 -2.5124 1.9685 2.7813
H20 -3.9148 1.1843 3.3339
H21 -3.2596 1.0977 -0.7674
H22 -1.9073 1.8733 0.2151
H23 -3.4458 2.6451 0.0432
H24 -5.0338 0.0136 0.0585
H25 -5.4161 1.4934 0.7597
H26 -6.8005 -0.2845 1.7808
H27 -5.7295 0.3749 3.0602
H28 -5.8387 -1.9188 2.9121
C11 2.1267 -4.6803 0.8185
N3 0.6951 -4.6546 1.2905
C12 0.3309 -6.0461 1.8463
C13 0.5788 -3.6265 2.3786
C14 -0.1104 -4.1953 0.0506
C15 -1.6226 -4.3342 0.2139
O3 -2.0236 -5.6965 0.1796
H29 2.4285 -3.6595 0.5952
H30 2.1542 -5.3275 -0.0532
H31 2.7313 -5.0758 1.6314
H32 0.2351 -6.6760 0.9642
H33 -0.6380 -5.9969 2.3287
H34 1.2156 -6.3271 2.4062
H35 0.7487 -4.0907 3.3499
H36 -0.4508 -3.2777 2.4086
H37 1.2921 -2.8176 2.2521
H38 0.3140 -4.8082 -0.7421
H39 0.2553 -3.1621 -0.0075
H40 -2.1844 -3.8216 -0.5709
H41 -1.9244 -3.9225 1.1768
H42 -1.8471 -6.0137 -0.7149
C16 1.0166 5.2393 -2.2123
N4 1.9330 4.0253 -2.2910
C17 3.3383 4.3996 -2.6977
C18 2.0990 3.3764 -0.9392
C19 1.3412 2.9455 -3.1922
C20 0.0089 2.3815 -2.7239
O4 -1.1166 3.2275 -2.9457
H43 1.6025 6.0421 -1.7824
H44 0.1410 4.8294 -1.7124
H45 0.6202 5.4697 -3.1998
H46 3.7639 5.1918 -2.0916
H47 3.3076 4.6309 -3.7616
H48 3.9158 3.4810 -2.6037
H49 1.1012 3.1957 -0.5441
H50 2.6770 4.0263 -0.2903
H51 2.5121 2.3829 -1.0949
H52 2.0458 2.1244 -3.3128
H53 1.1638 3.3399 -4.1939
H54 -0.0459 1.8348 -1.7795
H55 -0.1046 1.6301 -3.5180
H56 -1.7907 2.8133 -3.4861
C21 2.2838 0.5378 3.7363
N5 1.6338 1.8858 3.9447
C22 2.6321 2.9767 3.7599
C23 0.5543 2.0194 2.8852
C24 0.9311 1.9625 5.2930
C25 0.4207 3.3056 5.7082
O5 1.5161 4.0995 6.1622
H57 2.8102 0.4893 2.7878
H58 1.4789 -0.1909 3.6696
H59 2.9013 0.4376 4.6258
H60 2.0966 3.9135 3.6286
H61 3.2833 2.7880 2.9089
H62 3.2761 3.0633 4.6334
H63 -0.1656 2.7945 3.1443
H64 0.0863 1.0605 2.6951
H65 0.9724 2.3986 1.9540
H66 1.6683 1.5812 6.0025
H67 0.1537 1.1979 5.2791
H68 -0.2247 3.1499 6.5767
H69 -0.0950 3.8901 4.9408
H70 1.1810 4.8339 6.6894
Br1 0.7410 -0.2388 0.0678


Number 1: LUMO energy -4.52 eV. Number 2: LUMO energy 0.03 eV. Number 3: LUMO energy 1.96 eV. Number 4: LUMO energy -8.42 eV.